# C20H39Cl3CuN3O3Si

C20H39Cl3CuN3O3Si as an isolated structure at a distorted geometry (wB97M-V/def2-TZVPD, OMol25).

ORCA input file:
```
! RIJCOSX wB97M-V def2-TZVPD def2/J DEFGRID3
* xyz -1 2
C -0.852 4.000 -1.291
C -1.200 3.888 0.156
H -1.605 4.585 -1.829
H -0.759 3.009 -1.766
H 0.119 4.509 -1.404
C -2.141 4.606 0.780
C -3.023 5.623 0.139
H -2.303 4.469 1.853
H -2.878 5.716 -0.942
H -2.847 6.610 0.584
H -4.080 5.388 0.320
Cu 0.172 0.163 -0.146
Cl 2.302 1.075 0.262
Cl -0.200 0.525 -2.305
H 2.349 -5.056 -0.591
H 3.973 -3.929 -2.220
C 1.533 -4.509 -1.082
C 3.102 -3.417 -2.648
N 2.055 -3.278 -1.651
H 0.739 -4.299 -0.365
C 1.646 -2.067 -1.265
O 0.726 -1.893 -0.425
H 3.385 -2.414 -2.976
H 2.157 -1.218 -1.734
H 1.150 -5.141 -1.893
H 2.737 -4.000 -3.504
H -3.173 2.062 -1.297
H -4.207 2.370 1.031
C -3.482 1.007 -1.295
C -4.597 1.354 0.873
N -3.681 0.569 0.070
H -2.710 0.407 -1.786
C -2.994 -0.459 0.627
O -2.079 -1.092 0.098
H -4.720 0.859 1.841
H -3.330 -0.671 1.669
H -4.437 0.943 -1.838
H -5.569 1.438 0.373
O -0.959 1.597 0.562
C -0.435 2.804 0.915
C -1.417 2.340 3.228
C -0.439 2.957 2.446
H -2.187 1.739 2.734
C -1.389 2.487 4.620
H 0.624 2.858 0.594
C 0.558 3.726 3.045
H -2.130 1.958 5.226
C -0.424 3.308 5.221
C 0.542 3.944 4.425
H 1.323 4.153 2.389
H -0.424 3.454 6.306
H 1.292 4.602 4.872
Si -0.115 0.120 -7.352
Cl -0.995 1.996 -7.432
C -1.511 -1.080 -7.002
C 1.164 0.253 -5.997
C 0.645 -0.218 -9.036
H -2.026 -0.808 -6.072
H -1.133 -2.106 -6.908
H -2.247 -1.056 -7.819
H -0.127 -0.220 -9.818
H 1.145 -1.196 -9.044
H 1.385 0.551 -9.294
H 0.687 0.503 -5.037
H 1.888 1.045 -6.240
H 1.713 -0.690 -5.875
N 0.285 -0.510 1.750
H 0.834 -1.366 1.705
H -0.692 -0.687 1.996
H 0.720 0.200 2.339
*
```

As for the total energy: -122076.5582 eV.

# C6H15NO

A 2-piece molecular cluster, C6H15NO overall at a distorted geometry (wB97M-V/def2-TZVPD, OMol25).

ORCA input file:
```
! RIJCOSX wB97M-V def2-TZVPD def2/J DEFGRID3
* xyz 0 1
C 1.710 -0.739 -0.135
C 0.598 -1.500 -0.251
C 0.066 -1.912 -1.586
C -0.077 -2.101 0.937
H 2.330 -0.553 -1.001
H 2.210 -0.639 0.820
H -1.014 -1.776 -1.608
H 0.286 -2.968 -1.767
H 0.494 -1.312 -2.387
H -1.142 -1.879 0.908
H 0.048 -3.187 0.917
H 0.343 -1.732 1.871
C 0.580 2.012 -0.421
N -0.792 1.914 -0.164
C -1.184 2.352 1.156
O -1.326 0.346 -0.276
H 1.113 0.967 -0.202
H 0.779 2.109 -1.485
H 1.098 2.807 0.142
H -1.104 3.444 1.191
H -0.561 1.908 1.946
H -2.223 2.074 1.317
H -2.229 0.365 0.078
*
```

As for the total energy: -9998.9457 eV. Its structure (SMILES) is C=C(C)C.CN(C)O.

# C9H18N2

One molecule with the formula C9H18N2 at a distorted geometry (wB97M-V/def2-TZVPD, OMol25).

ORCA input file:
```
! RIJCOSX wB97M-V def2-TZVPD def2/J DEFGRID3
* xyz 0 1
C 2.332 3.085 2.125
C 1.619 2.994 0.975
C 1.093 2.844 -0.282
C -0.223 2.236 -0.434
N -0.018 1.012 -1.307
C 0.813 -0.038 -0.722
C 0.221 -0.386 0.666
C -1.286 -0.736 0.456
C -1.548 -1.993 -0.245
N -0.821 -3.182 0.020
C -1.236 -4.123 -1.045
H 2.681 2.083 2.435
H 2.524 4.081 2.740
H 1.672 3.149 -1.062
H -0.696 2.061 0.605
H -0.959 2.872 -0.907
H -1.043 0.620 -1.421
H 1.051 -1.002 -1.363
H 1.797 0.455 -0.329
H 0.698 -1.256 1.248
H 0.387 0.392 1.388
H -1.645 0.134 -0.308
H -1.985 -0.750 1.545
H -2.647 -2.359 -0.201
H -1.323 -1.790 -1.368
H -1.305 -3.644 0.898
H -2.337 -4.135 -1.205
H -0.963 -5.219 -0.708
H -0.747 -3.794 -1.936
*
```

As for the total energy: -12599.3830 eV. Its structure (SMILES) is C=C=CCNCCCCNC.

# C5H8O3S

One molecule with the formula C5H8O3S at a distorted geometry (wB97M-V/def2-TZVPD, OMol25).

ORCA input file:
```
! RIJCOSX wB97M-V def2-TZVPD def2/J DEFGRID3
* xyz 0 1
C 0.639 -0.551 -0.212
C 1.033 -1.760 0.206
C -0.128 0.675 0.281
C -1.388 0.950 -0.588
C -0.829 0.089 1.610
O 2.821 -0.596 -1.887
O 1.024 0.702 -2.797
O 0.737 1.580 0.540
S 1.745 0.293 -1.620
H 1.903 -2.156 -0.434
H 0.766 -2.329 1.121
H -1.973 -0.002 -0.647
H -1.047 1.477 -1.515
H -2.051 1.521 0.037
H -1.273 1.023 2.102
H -0.265 -0.446 2.344
H -1.714 -0.470 1.460
*
```

As for the total energy: -22286.8817 eV.

# C9H11N2O3

A 2-piece molecular cluster, C9H11N2O3 overall at a distorted geometry (wB97M-V/def2-TZVPD, OMol25).

ORCA input file:
```
! RIJCOSX wB97M-V def2-TZVPD def2/J DEFGRID3
* xyz -1 1
C 3.603 -1.680 -0.078
C 2.619 -1.653 -1.027
C 3.514 -0.839 1.022
C 1.625 -0.655 -0.993
C 2.386 -0.138 1.199
C 1.428 0.088 0.169
C -3.405 2.145 -0.270
C -1.966 1.926 0.382
C -1.485 0.561 -0.058
N -1.876 -0.489 0.633
N -1.772 -1.702 0.133
O -1.479 -1.893 -1.033
O -2.082 -2.579 0.885
O 0.423 0.885 0.443
H 4.192 -2.577 0.147
H 2.609 -2.296 -1.931
H 4.363 -1.036 1.653
H 1.143 -0.419 -1.897
H 2.272 0.635 1.983
H -3.900 2.980 0.153
H -3.317 2.282 -1.402
H -4.106 1.279 -0.421
H -1.352 2.655 0.035
H -2.058 2.045 1.487
H -1.376 0.475 -1.215
*
```

As for the total energy: -18630.1131 eV.

# C17H18N3O4Pd

C17H18N3O4Pd as an isolated structure (wB97M-V/def2-TZVPD, OMol25).

ORCA input file:
```
! RIJCOSX wB97M-V def2-TZVPD def2/J DEFGRID3
* xyz -1 1
Pd -0.486 -0.253 0.171
C 2.007 -0.527 -3.264
C 1.510 -0.035 -1.921
C 2.645 0.423 -1.017
O 0.768 -1.098 -1.284
C 0.492 1.138 -2.082
O 0.676 1.928 -2.998
O -0.418 1.238 -1.174
H 2.754 -1.313 -3.129
H 2.447 0.304 -3.813
H 1.177 -0.923 -3.848
H 3.373 -0.381 -0.881
H 2.255 0.717 -0.040
H 3.148 1.279 -1.467
H 1.298 -1.816 -0.905
N -7.328 3.841 6.158
C -6.537 3.372 5.465
C -5.550 2.789 4.603
C -4.552 1.970 5.134
C -3.605 1.409 4.301
C -3.624 1.648 2.919
C -4.632 2.475 2.403
C -5.583 3.037 3.231
C -2.643 1.068 2.065
C -1.824 0.571 1.321
H -4.528 1.778 6.198
H -2.831 0.772 4.706
H -4.651 2.665 1.339
H -6.357 3.673 2.822
N -0.228 -4.026 0.918
C -0.831 -5.135 1.373
C -0.990 -5.985 0.295
C -0.454 -5.265 -0.786
N 0.002 -4.082 -0.396
H -0.041 -3.094 1.374
H -1.106 -5.237 2.409
H -1.436 -6.965 0.291
H -0.388 -5.550 -1.824
C 0.631 -0.920 2.780
O 0.218 -1.515 1.586
H 1.216 -1.645 3.363
H -0.213 -0.587 3.397
H 1.271 -0.043 2.611
*
```

As for the total energy: -34061.1099 eV.

# C8H14Br

C8H14Br as an isolated structure at a distorted geometry (wB97M-V/def2-TZVPD, OMol25).

ORCA input file:
```
! RIJCOSX wB97M-V def2-TZVPD def2/J DEFGRID3
* xyz 0 2
Br -0.237 1.133 1.157
H 0.335 3.057 0.162
C -0.282 3.610 -0.617
C 0.459 4.743 -1.336
C -0.375 5.312 -2.500
C -0.879 4.252 -3.481
C -1.571 3.059 -2.783
C -0.849 2.574 -1.548
C -0.780 1.260 -1.250
C 0.832 5.876 -0.382
H -1.096 4.067 -0.032
H 1.388 4.333 -1.761
H -1.229 5.868 -2.087
H 0.238 6.047 -3.042
H -1.568 4.713 -4.199
H -0.029 3.871 -4.060
H -2.590 3.382 -2.499
H -1.690 2.234 -3.499
H -1.371 0.515 -1.781
H 0.062 0.865 -0.575
H -0.066 6.366 0.012
H 1.417 5.499 0.465
H 1.432 6.633 -0.903
*
```

As for the total energy: -78563.4213 eV.

# C21H41FIN2O4S

An isolated ion of composition C21H41FIN2O4S and charge +1 (wB97M-V/def2-TZVPD, OMol25).

ORCA input file:
```
! RIJCOSX wB97M-V def2-TZVPD def2/J DEFGRID3
* xyz 1 1
C -3.477 -2.006 0.098
C -3.732 -1.603 -1.357
C -3.461 -2.752 -2.333
C -1.966 -2.862 -2.653
C -1.486 -4.237 -3.142
C -0.118 -4.623 -2.567
C 1.081 -3.980 -3.301
C 1.789 -2.850 -2.519
C 1.785 -1.474 -3.209
C 1.806 -0.317 -2.203
C 0.464 -0.153 -1.463
C 0.378 -0.652 -0.004
C 0.210 0.498 1.002
C 0.499 0.236 2.490
C -0.096 1.426 3.274
N -0.506 1.121 4.615
N 1.055 2.375 3.254
O 0.769 3.680 3.440
C 0.940 4.511 2.239
C -0.250 5.436 2.123
C -0.308 6.086 0.740
C -0.365 5.087 -0.428
C 2.205 1.844 3.057
I 3.948 2.861 2.928
C 1.964 0.333 3.031
O 2.080 0.000 4.385
S 3.204 -0.719 2.228
O 2.845 -2.053 2.526
O 3.503 -0.246 0.927
F 4.416 -0.336 3.129
H -4.329 -2.553 0.501
H -2.590 -2.638 0.183
H -3.327 -1.128 0.732
H -4.773 -1.289 -1.452
H -3.105 -0.745 -1.620
H -4.015 -2.584 -3.257
H -3.794 -3.693 -1.886
H -1.413 -2.594 -1.746
H -1.726 -2.093 -3.394
H -2.221 -4.998 -2.873
H -1.416 -4.219 -4.232
H -0.095 -4.305 -1.521
H -0.028 -5.709 -2.595
H 1.797 -4.756 -3.570
H 0.724 -3.569 -4.250
H 1.339 -2.773 -1.525
H 2.830 -3.134 -2.352
H 2.680 -1.397 -3.829
H 0.902 -1.375 -3.846
H 2.609 -0.507 -1.493
H 2.061 0.609 -2.722
H 0.189 0.907 -1.474
H -0.304 -0.657 -2.049
H 1.208 -1.305 0.248
H -0.526 -1.262 0.073
H -0.853 0.753 0.983
H 0.741 1.396 0.664
H 0.082 -0.718 2.820
H -0.874 1.938 2.701
H -1.155 0.344 4.607
H -0.944 1.915 5.067
H 1.860 5.082 2.358
H 1.057 3.866 1.367
H -0.147 6.215 2.880
H -1.179 4.906 2.345
H 0.552 6.749 0.622
H -1.180 6.738 0.705
H -0.613 4.081 -0.074
H -1.116 5.368 -1.161
H 0.597 5.009 -0.935
H 1.316 -0.509 4.694
*
```

As for the total energy: -55256.3545 eV. Its structure (SMILES) is CCCCCCCCCCCCC[C@@H]1[C@@H](N)[N+](OCCCC)=C(I)[C@]1(O)S(=O)(=O)F.

# C27H52BrN7OPRe

C27H52BrN7OPRe as an isolated structure at a distorted geometry (wB97M-V/def2-TZVPD, OMol25).

ORCA input file:
```
! RIJCOSX wB97M-V def2-TZVPD def2/J DEFGRID3
* xyz 3 2
Re 0.546 1.420 0.656
C -0.191 2.831 5.993
N -0.391 1.904 4.861
C -1.133 0.647 5.098
C 0.004 2.201 3.632
N -0.225 1.443 2.581
N 0.667 3.415 3.470
C 1.276 3.907 2.356
N 1.878 5.079 2.496
N 1.274 3.255 1.193
H -0.530 2.341 6.898
H -0.781 3.742 5.873
H 0.866 3.062 6.135
H -1.120 0.439 6.162
H -0.646 -0.193 4.602
H -2.168 0.728 4.767
H -0.778 0.625 2.806
H 0.752 3.977 4.303
H 1.865 5.598 3.361
H 2.363 5.511 1.725
H 1.790 3.755 0.477
C -1.856 -5.982 -1.838
C -2.054 -5.564 -0.372
C -1.296 -6.537 0.550
C -3.547 -5.623 -0.038
C -1.477 -4.172 -0.148
C -2.192 -3.187 0.535
C -1.628 -1.954 0.723
Br -2.649 -0.698 1.702
C -0.362 -1.618 0.212
O 0.124 -0.364 0.361
C 0.403 -2.612 -0.456
C -0.188 -3.855 -0.594
C 1.792 -2.334 -1.067
C 2.487 -3.625 -1.528
C 1.579 -1.452 -2.310
C 2.744 -1.664 -0.061
H -2.369 -6.931 -2.008
H -0.804 -6.135 -2.089
H -2.276 -5.246 -2.530
H -1.695 -7.545 0.414
H -1.414 -6.266 1.603
H -0.228 -6.562 0.315
H -3.928 -6.615 -0.277
H -4.126 -4.899 -0.620
H -3.740 -5.455 1.025
H -3.177 -3.388 0.929
H 0.375 -4.639 -1.076
H 1.953 -4.121 -2.341
H 2.619 -4.337 -0.709
H 3.478 -3.371 -1.908
H 0.907 -1.947 -3.017
H 2.535 -1.293 -2.824
H 1.144 -0.484 -2.052
H 2.803 -2.243 0.864
H 2.459 -0.644 0.190
H 3.752 -1.635 -0.485
C 3.939 2.050 -3.611
N 3.890 1.351 -2.297
C 5.122 0.661 -1.825
C 2.841 1.408 -1.548
N 1.870 1.402 -0.902
H 4.592 2.917 -3.540
H 2.938 2.358 -3.901
H 4.330 1.361 -4.355
H 5.936 1.380 -1.766
H 5.374 -0.122 -2.538
H 4.943 0.223 -0.847
C -2.259 4.197 0.848
C -2.539 3.002 -0.070
P -1.063 2.336 -0.873
C -0.337 3.713 -1.801
C -1.294 4.322 -2.836
C -1.530 1.055 -2.079
C -3.018 1.049 -2.456
H -3.157 4.446 1.413
H -1.975 5.088 0.283
H -1.467 3.978 1.569
H -3.220 3.283 -0.875
H -3.013 2.186 0.473
H 0.560 3.318 -2.283
H -0.020 4.469 -1.079
H -1.612 3.586 -3.577
H -0.792 5.127 -3.373
H -2.183 4.750 -2.370
H -1.235 0.090 -1.665
H -0.898 1.230 -2.953
H -3.649 0.814 -1.599
H -3.189 0.284 -3.212
H -3.344 2.002 -2.876
*
```

As for the total energy: -122760.3019 eV.

# C4H36N2O14

A 14-piece molecular cluster, C4H36N2O14 overall at a distorted geometry (wB97M-V/def2-TZVPD, OMol25).

ORCA input file:
```
! RIJCOSX wB97M-V def2-TZVPD def2/J DEFGRID3
* xyz 0 1
O 0.734 -3.273 0.804
C 0.517 -2.072 0.781
C 0.476 -1.270 -0.613
C 0.065 0.221 -0.468
C -0.845 0.742 -1.680
N -2.238 0.788 -1.247
N 1.867 -1.338 -1.077
H 0.744 -1.566 1.668
H -0.297 -1.884 -1.166
H -0.522 0.369 0.542
H 1.059 0.686 -0.110
H -0.587 1.857 -1.990
H -0.542 0.128 -2.505
H -2.746 1.144 -2.028
H -2.615 -0.133 -1.020
H 2.291 -2.233 -1.115
H 2.547 -0.979 -0.380
H -0.875 0.986 1.801
H -0.640 2.287 2.566
O -0.554 1.286 2.613
H 2.430 3.097 -3.520
H 2.384 1.835 -2.920
O 2.530 2.686 -2.645
H -0.713 -4.195 2.910
H -2.077 -3.651 2.995
O -1.627 -4.334 2.563
H -1.730 -4.153 0.770
H -1.953 -4.892 -0.454
O -1.967 -4.034 -0.212
H -0.834 -2.496 -3.558
H -2.065 -2.030 -2.905
O -1.566 -1.871 -3.723
H 1.104 1.944 2.475
H 2.165 1.380 3.660
O 2.076 1.660 2.761
H -0.872 4.286 2.835
H 0.572 4.074 2.191
O 0.058 3.761 2.955
H 1.625 3.579 -1.378
H 2.126 3.655 0.029
O 1.385 3.607 -0.388
H 2.643 -0.209 -3.783
H 1.397 0.035 -2.847
O 1.918 0.340 -3.609
H -4.112 -1.731 -0.223
H -2.843 -2.765 -0.632
O -3.270 -1.920 -0.706
H -2.139 -0.535 2.856
H -2.575 -1.417 1.583
O -2.345 -1.408 2.550
H 5.071 0.398 0.587
H 3.964 0.251 1.691
O 4.274 -0.100 0.888
H -1.599 2.678 0.419
H -0.291 3.607 0.452
O -0.981 3.123 0.954
*
```

As for the total energy: -36374.7330 eV.